1.
# C42H33MgN6O4S2

C42H33MgN6O4S2 as an isolated structure (wB97M-V/def2-TZVPD, the OMol25 dataset).

The HOMO energy comes out at -4.49 eV. For the frontier orbital gap, the calculation gives 6.81 eV. As for the energy above the lowest of the compared OMol25 structures with the same formula, charge and spin: 3.4 kJ/mol. Its total energy is -88343.801 eV.

Structure (ORCA input):
```
! RIJCOSX wB97M-V def2-TZVPD def2/J DEFGRID3
* xyz -1 1
Mg 1.816 0.867 0.943
O 5.507 -1.018 0.674
C 4.365 -0.591 0.864
N 3.730 0.458 0.354
C 4.320 1.426 -0.467
C 5.506 1.278 -1.180
C 5.978 2.315 -1.979
C 5.278 3.506 -2.069
C 4.094 3.680 -1.359
C 3.599 2.653 -0.556
N 2.409 2.693 0.182
C 1.669 3.776 0.380
O 1.816 4.943 -0.004
C 0.424 3.455 1.205
C -0.544 4.430 1.384
C -1.702 4.108 2.071
C -1.865 2.822 2.564
C -0.847 1.908 2.359
N 0.276 2.215 1.701
C 3.493 -1.332 1.881
C 3.976 -2.483 2.480
C 3.178 -3.152 3.389
C 1.917 -2.653 3.678
C 1.509 -1.492 3.049
N 2.281 -0.839 2.176
H 6.048 0.350 -1.093
H 6.903 2.184 -2.528
H 5.654 4.313 -2.688
H 3.548 4.610 -1.398
H -0.354 5.404 0.957
H -2.483 4.846 2.211
H -2.763 2.515 3.082
H -0.948 0.880 2.698
H 4.963 -2.820 2.197
H 3.529 -4.061 3.863
H 1.247 -3.153 4.363
H 0.514 -1.091 3.219
S -2.282 -1.600 2.006
C -3.445 -0.384 2.462
C -4.204 0.327 1.517
C -5.108 1.311 1.890
C -5.299 1.631 3.228
C -4.563 0.938 4.185
C -3.657 -0.040 3.813
H -4.083 0.093 0.467
H -5.671 1.830 1.121
H -6.007 2.397 3.520
H -4.695 1.166 5.237
H -3.088 -0.573 4.565
N -2.821 -5.511 -1.337
C -1.622 -5.465 -1.970
O -1.432 -6.031 -3.033
C -0.539 -4.692 -1.273
C 0.774 -4.846 -1.711
C 1.776 -4.144 -1.063
N 1.552 -3.325 -0.037
C 0.298 -3.166 0.359
C -0.781 -3.822 -0.221
H -3.569 -6.008 -1.784
H -2.982 -5.055 -0.458
H 0.989 -5.503 -2.542
H 2.810 -4.245 -1.377
H 0.115 -2.478 1.172
H -1.767 -3.582 0.161
O 0.454 -0.086 -0.227
S -0.994 0.237 -0.536
C -0.926 1.764 -1.473
C -2.040 2.587 -1.442
C -1.983 3.823 -2.069
C -0.808 4.232 -2.686
C 0.307 3.402 -2.696
C 0.251 2.156 -2.093
C -1.371 -0.900 -1.859
C -2.665 -1.381 -1.965
C -2.966 -2.278 -2.982
C -1.974 -2.694 -3.858
C -0.674 -2.219 -3.721
C -0.365 -1.317 -2.718
H -2.929 2.274 -0.903
H -2.843 4.480 -2.043
H -0.746 5.212 -3.139
H 1.233 3.741 -3.142
H 1.125 1.519 -2.061
H -3.411 -1.093 -1.236
H -3.970 -2.672 -3.073
H -2.203 -3.419 -4.628
H 0.105 -2.572 -4.383
H 0.648 -0.965 -2.567
*
```

Löwdin population analysis, charges in e, atoms 1 to 6: 0.64 0.01 -0.47 0.04 -0.20 -0.03

***

2.
# C42H33N7O6STi

C42H33N7O6STi as an isolated structure (wB97M-V/def2-TZVPD, the OMol25 dataset).

The HOMO energy comes out at -7.57 eV. For the frontier orbital gap, the calculation gives 7.12 eV. As for the energy above the lowest of the compared OMol25 structures with the same formula, charge and spin: 26.9 kJ/mol. Its total energy is -100759.119 eV.

Structure (ORCA input):
```
! RIJCOSX wB97M-V def2-TZVPD def2/J DEFGRID3
* xyz 0 1
Ti -0.846 -0.651 2.090
O -0.743 -1.919 3.463
C 0.188 -2.400 4.263
C 0.009 -3.656 4.853
C 0.977 -4.165 5.694
C 2.137 -3.445 5.983
C 2.313 -2.202 5.419
C 1.355 -1.666 4.546
C 1.545 -0.344 4.019
N 0.824 0.190 3.100
N 1.095 1.533 2.853
C 0.194 1.981 2.047
O -0.757 1.224 1.574
C 0.194 3.398 1.616
C 1.149 4.290 2.101
C 1.128 5.613 1.693
C 0.156 6.054 0.803
C -0.794 5.167 0.319
C -0.777 3.840 0.723
H -0.898 -4.203 4.636
H 0.827 -5.139 6.142
H 2.884 -3.856 6.648
H 3.199 -1.620 5.641
H 2.335 0.273 4.442
H 1.894 3.931 2.797
H 1.870 6.304 2.072
H 0.142 7.089 0.488
H -1.548 5.508 -0.379
H -1.507 3.135 0.348
C 6.013 -3.180 -9.880
O 5.318 -4.238 -9.247
C 4.708 -3.975 -8.062
C 4.062 -5.053 -7.460
C 3.412 -4.876 -6.257
C 3.399 -3.629 -5.637
C 4.041 -2.555 -6.240
C 4.695 -2.724 -7.451
N 2.698 -3.556 -4.400
N 2.750 -2.453 -3.831
C 2.034 -2.363 -2.607
C 1.193 -3.340 -2.134
C 0.493 -3.168 -0.932
C 0.638 -2.009 -0.199
O -0.035 -1.838 0.930
C 1.512 -0.978 -0.664
N 1.624 0.135 0.101
C 2.416 1.086 -0.313
C 3.156 1.017 -1.515
C 3.055 -0.098 -2.293
C 2.209 -1.156 -1.878
H 6.443 -3.602 -10.784
H 6.814 -2.795 -9.243
H 5.337 -2.364 -10.148
H 4.084 -6.015 -7.955
H 2.903 -5.699 -5.772
H 4.024 -1.587 -5.763
H 5.187 -1.877 -7.907
H 1.066 -4.248 -2.706
H -0.178 -3.934 -0.567
H 2.493 1.965 0.321
H 3.791 1.844 -1.800
H 3.604 -0.197 -3.218
C -6.429 5.161 2.836
C -5.609 3.933 3.118
C -6.172 2.821 3.739
C -5.415 1.687 3.994
C -4.080 1.671 3.624
C -3.491 2.775 3.024
C -4.258 3.897 2.771
S -3.123 0.210 3.846
O -3.808 -0.652 4.757
O -1.767 0.627 4.166
N -2.943 -0.506 2.398
C -3.349 -0.092 1.144
C -4.496 0.605 0.759
C -4.613 0.911 -0.585
C -3.622 0.540 -1.496
C -2.528 -0.158 -1.016
N -2.416 -0.480 0.267
H -7.469 5.019 3.127
H -6.404 5.409 1.774
H -6.040 6.022 3.382
H -7.215 2.843 4.029
H -5.846 0.820 4.477
H -2.443 2.744 2.756
H -3.800 4.759 2.300
H -5.258 0.889 1.465
H -5.488 1.446 -0.932
H -3.700 0.779 -2.546
H -1.722 -0.481 -1.665
*
```

Löwdin population analysis, charges in e, atoms 1 to 6: 1.22 -0.16 -0.29 0.01 -0.07 -0.09